[1]
The following is a DFT calculation (wB97M-V/def2-TZVPD) of 8 unconnected molecules or ions with the total composition C21H48BF4O13P2 at a distorted geometry.

```
89
Properties=species:S:1:pos:R:3
P -2.25565 -4.85221 0.80273
P 1.47508 -4.18044 -1.72296
F -1.76575 0.09499 0.55424
F -1.74998 2.39023 0.41116
F -0.64868 1.12369 -1.21035
F 0.12996 1.34141 0.92138
O -3.52068 -4.79159 1.71081
O -2.26683 -3.56968 -0.19484
O 2.71083 5.07714 0.23315
O 1.81215 -4.97014 -3.00734
O 2.58008 -3.44421 -0.87426
O -2.47990 2.20795 -5.39566
O -1.07785 -4.86991 1.88781
O 4.80995 -0.83674 2.77479
O 0.38610 -4.68131 -0.85916
O -2.39657 -6.18940 -0.11153
O -4.78309 2.12580 4.36382
O 0.01182 4.24686 4.93605
O 1.03875 -2.81873 -2.34331
C -0.30422 -3.63406 2.07042
C 2.48265 -1.09185 2.50639
C 2.13098 5.23408 -0.91089
C -2.60290 -6.00306 -1.51015
C -3.93009 1.77792 3.50552
C -4.37582 0.98220 2.27348
C -3.32761 -2.55563 -0.16057
C -2.45392 2.03359 3.81504
C 1.16491 4.27081 -1.25936
C 2.20689 6.48554 -1.73031
C 1.13185 -6.16290 -3.44415
C -1.42534 0.28466 -4.44244
C 1.47988 5.89288 4.33023
C -0.43821 2.62823 -4.25055
C 0.74242 4.65708 4.05900
C -1.63168 1.65998 -4.78440
C 3.68790 -2.80137 -1.46352
C 0.54471 4.08821 2.59581
C 0.29313 -1.93097 -1.51736
C 3.84744 -0.59962 2.05874
C 3.92624 0.22786 0.81482
B -1.02209 1.16784 0.19067
H -0.98778 -2.67230 2.17434
H 2.59244 5.72709 4.33378
H -2.01564 -0.45091 -5.13565
H 3.47442 -2.00124 -2.07310
H -2.69788 -6.99699 -1.76207
H -2.24014 3.18828 3.61713
H -1.75213 -5.40655 -1.96913
H -3.42444 -2.41493 0.94706
H 0.26840 -1.98092 -0.39603
H -3.85003 0.03852 2.37018
H -2.22631 1.72333 4.84925
H -0.15099 3.20812 2.81793
H 1.15845 6.47589 5.23670
H -1.89110 1.43027 3.17694
H 1.62736 3.78920 -1.97338
H 3.35311 6.79251 -1.51201
H 1.09704 6.55435 3.55887
H 0.67268 -0.98616 -1.93505
H 1.04865 3.49698 -0.32342
H 0.33872 -6.23142 -2.72629
H 1.72217 -0.30912 2.36438
H 1.43045 3.48918 2.21984
H -1.82019 0.12735 -3.55874
H 4.26155 -2.31411 -0.60436
H 2.95450 0.00102 0.16559
H -5.48913 0.77073 2.28556
H 1.23661 7.18901 -1.41855
H 0.21060 -3.81653 2.99978
H -4.19332 -2.90632 -0.44768
H 0.10271 4.58173 -1.29134
H 2.20763 6.34966 -2.71616
H 0.47840 -3.62829 1.33922
H 4.24051 -3.56090 -1.87459
H -0.84984 -1.99944 -1.56133
H -0.59696 3.65767 -4.76342
H -2.94201 -1.64088 -0.71600
H -3.34772 -5.55305 -1.75077
H -0.60288 2.65106 -3.19371
H -0.33619 0.18586 -4.42826
H 4.84519 0.17568 0.36993
H 1.71383 -6.98759 -3.23048
H -4.27564 1.48157 1.23445
H 0.60090 2.20560 -4.50917
H 2.49470 -1.38286 3.61411
H 2.40342 -2.17284 2.04230
H 0.86179 -5.96072 -4.52625
H 0.23989 4.82659 1.93731
H 3.91735 1.24167 1.11933
```

Energy above the lowest of the compared OMol25 structures with the same formula, charge and spin = 18.0 kcal/mol
E_HOMO = -6.8 eV
Charge = -1
F_max = 11.1 eV Å⁻¹
Molar mass = 657.354 g mol⁻¹

***

[2]
The following is a DFT calculation (wB97M-V/def2-TZVPD) of a molecular structure, C21H48Cl28IO7P3S3Si2 at a distorted geometry.

```
113
Properties=species:S:1:pos:R:3
I 1.86168 4.33434 0.43098
Cl -1.61855 -1.83711 -7.57442
Cl 3.03035 7.23933 -4.48739
Cl 1.25129 -7.01033 4.75924
Cl 4.08334 5.23432 -9.81059
Cl 3.63710 4.39573 -4.84910
Cl -1.07382 0.28727 -5.64956
Cl -0.82025 5.67420 -2.15893
Cl 6.30338 3.39151 -10.24978
Cl -1.09208 -3.65807 -0.08918
Cl -5.70689 -6.38886 -1.77340
Cl 0.36379 -9.50377 3.52963
Cl -0.15969 4.28176 -6.94956
Cl -3.62795 2.23300 -2.32208
Cl -6.39637 -4.14436 4.71750
Cl -5.28266 4.27330 -1.04745
Cl -1.65730 -0.88208 6.96536
Cl 6.37281 -0.76515 6.83695
Cl 8.85637 -1.31693 -0.42025
Cl -7.49192 -2.36993 -1.77022
Cl -3.85093 0.90657 7.67736
Cl -8.37400 -4.85235 -3.02529
Cl -7.19351 -5.18750 0.43260
Cl 0.81907 3.60985 -3.39291
Cl -2.21449 -5.95779 1.31489
Cl 8.19948 -2.15692 2.29568
Cl 2.06502 2.44188 -7.38542
Cl -9.24914 -4.22568 4.10055
Cl 5.77631 -2.78932 4.82126
S -5.02524 -0.92034 1.79809
S 0.56247 1.15126 4.94132
S 1.42984 -0.63007 -2.09359
P 2.85933 -1.15069 2.64502
P 1.63920 2.34168 3.81329
P 2.93883 -1.04836 -0.89845
Si 0.94104 2.38539 1.71481
Si 2.73987 0.25329 0.92347
O 1.15595 0.92806 0.83405
O 1.34263 3.92462 4.43058
O -4.45319 -2.09953 1.07507
O -4.73595 -1.00345 3.43958
O 3.30248 2.08483 4.01007
O 1.64488 -2.11405 2.48046
O -6.51412 -0.90460 1.52048
C -2.77485 0.83823 1.84609
C -8.71233 -3.13004 -2.79643
C 7.04102 -2.02224 5.78893
C -1.86475 1.80355 0.92585
C 3.64132 6.00143 -5.59371
C 9.48198 -1.61415 1.20563
C 4.17579 1.49943 0.81009
C -7.64415 -3.75747 3.52525
C -2.09608 0.71672 7.57734
C 0.32796 5.30345 -3.45298
C -4.24928 0.67040 1.19728
C 5.51134 0.66645 1.12887
C 0.30647 2.61099 -7.29800
C -5.79326 -5.03893 -0.63759
C -0.37506 -1.00213 -6.63733
C -4.13325 3.92711 -2.34594
C 5.98559 0.42592 2.41298
C 0.01985 -7.78388 3.75391
C 4.54664 3.56481 -10.16110
C -2.06772 -4.19381 1.27861
C -0.95508 2.75162 1.83012
H 4.03750 -1.94443 2.49317
H 7.77242 -1.57264 5.12080
H -0.14353 5.50344 -4.41253
H -4.22776 0.68526 0.06490
H -1.67015 0.84338 8.57008
H -7.42723 -4.29588 2.60436
H -0.12422 2.31703 -8.25332
H -1.15085 3.85571 1.61388
H 3.03604 -2.43724 -0.56445
H -0.94850 -7.67771 4.23753
H 2.71417 -0.53264 3.92388
H 5.54437 0.82668 3.36687
H 0.35142 -0.56803 -7.32197
H 4.16764 2.92073 -9.37098
H 9.90840 -0.69176 1.59388
H 2.03111 4.47780 3.98834
H -3.05685 -3.75726 1.18858
H 6.92752 -0.20563 2.49746
H 1.20573 5.92981 -3.33630
H -3.25633 4.55918 -2.21968
H -8.71421 -2.63679 -3.76585
H 3.01125 5.97950 -6.48080
H -1.59749 -3.85961 2.20158
H 7.52032 -2.77879 6.40611
H 4.12341 -0.62926 -1.61923
H -2.96868 1.32507 2.85976
H -4.60646 4.13837 -3.30227
H 0.00153 -7.29772 2.78137
H -9.68695 -3.02240 -2.32555
H 4.13218 2.36481 1.53057
H -4.94634 1.50242 1.53427
H 10.24951 -2.38293 1.15366
H -2.61738 2.48847 0.40509
H -5.87856 -4.11489 -1.19971
H 4.11453 3.27224 -11.11534
H 0.11625 -1.71911 -5.98341
H -2.33235 -0.19104 1.98208
H 3.64753 2.59943 4.76913
H 4.29578 1.85614 -0.26115
H -4.88744 -5.02284 -0.03528
H -7.63404 -2.68530 3.33886
H 4.66125 6.25655 -5.87217
H -1.27229 2.61153 2.92079
H -1.32856 1.25334 0.10068
H -1.69694 1.47318 6.90464
H -4.43234 -1.92500 3.62109
H -0.07246 1.96320 -6.50266
H 6.09737 0.25332 0.25060
```

E_HOMO = -8.6 eV
Charge = 0
F_max = 5.3 eV Å⁻¹
Molar mass = 1777.491 g mol⁻¹